Entry from the OMol25 dataset: a cluster of 14 separate species, C84H154F7N7O28 in total in a non-equilibrium geometry (ωB97M-V/def2-TZVPD).

```
280
Properties=species:S:1:pos:R:3:forces:R:3:mulliken_charge:R:1
C -3.3711 -3.2498 -0.8973 0.2 1.2 0.6 -1.61
C -2.8124 -2.4749 -2.1710 -0.5 1.0 -0.5 2.78
C -1.4928 -3.1600 -2.5889 -0.7 -1.8 0.4 0.68
C -1.7650 -4.5641 -3.2262 -0.9 1.1 -0.5 -0.79
C -2.6991 -4.3658 -4.4136 1.2 -0.4 0.0 -1.41
C -4.0461 -3.6624 -4.0621 0.7 -1.0 -0.1 1.69
N -3.7813 -2.4335 -3.3143 1.6 -0.5 0.3 0.74
O -4.9978 -1.8190 -2.9180 0.2 -0.2 0.0 -0.33
C -4.5991 -3.2321 -5.3797 -1.7 0.7 -1.0 -1.88
C -5.0141 -4.6728 -3.3711 -0.1 0.5 -0.5 -1.89
C -2.4709 -0.9152 -1.9556 -0.3 -0.8 1.4 -0.65
H -3.2515 -4.3259 -0.7714 0.2 -0.2 -1.1 0.30
H -4.4137 -3.0649 -0.6386 -0.1 0.3 -0.5 0.07
H -2.8273 -2.9012 -0.0194 0.2 0.5 0.1 0.42
H -0.8485 -2.5655 -3.2366 -0.2 0.1 -0.1 -0.40
H -0.9556 -3.3657 -1.6630 0.3 0.4 0.1 -0.65
H -2.3768 -5.2642 -2.6573 0.8 0.0 1.1 0.23
H -0.8430 -5.0261 -3.5792 0.0 -0.1 0.3 0.08
H -2.8106 -5.3549 -4.8577 -1.0 -0.2 0.1 0.56
H -2.0630 -3.9400 -5.1896 -0.6 1.1 -0.2 0.24
H -3.9601 -2.5195 -5.9013 0.4 -0.3 0.0 0.13
H -4.9143 -4.0493 -6.0285 0.6 -0.3 -0.1 0.43
H -5.5417 -2.6937 -5.2818 -0.2 0.2 0.4 0.48
H -5.9197 -4.1778 -3.0206 0.1 0.3 0.1 0.32
H -5.3675 -5.3553 -4.1440 0.2 -0.3 0.1 0.47
H -4.5932 -5.2220 -2.5289 0.1 0.0 -0.2 0.27
H -1.8493 -0.7794 -1.0705 0.2 -0.3 0.1 -0.12
H -3.3202 -0.2653 -1.7445 -0.5 -0.4 -0.1 -0.22
H -1.9371 -0.4048 -2.7573 0.0 -0.8 -0.5 -0.20
H -5.0145 -1.0966 -3.5499 -0.4 0.3 0.1 0.28
C 0.6814 0.7591 -9.0030 -0.1 0.1 0.7 -1.79
C 0.0133 1.2534 -7.6271 0.4 -2.3 -0.2 1.76
C -1.3102 0.5128 -7.4770 -1.8 1.1 -1.8 -1.53
C -1.3366 -0.9265 -7.1770 1.7 0.0 1.5 -0.46
C -0.6124 -1.1174 -5.8119 0.2 -0.2 -2.1 -0.54
C 0.8360 -0.4805 -5.8320 -0.9 0.2 -1.0 2.34
N 0.7514 0.9110 -6.4077 -2.0 -0.5 1.6 1.16
O 1.9100 1.6674 -6.2145 0.4 -0.9 -0.6 -0.57
C 1.2017 -0.3878 -4.3563 1.4 0.0 0.7 -0.45
C 1.8425 -1.4388 -6.6149 -1.2 0.3 1.9 -1.21
C -0.1650 2.7169 -7.6394 -0.1 1.8 -0.2 -1.69
H 0.2458 1.1689 -9.9143 -0.4 0.4 0.3 0.42
H 0.5812 -0.3196 -9.1235 0.1 0.0 0.2 0.40
H 1.7373 1.0123 -9.0976 0.2 0.0 0.4 0.31
H -2.0621 0.9898 -6.8484 0.4 0.7 0.2 0.12
H -1.7239 0.4933 -8.4853 -0.4 0.9 -0.3 0.56
H -0.7647 -1.3524 -8.0014 -0.2 -1.0 0.2 0.44
H -2.3699 -1.2709 -7.1331 0.2 -0.3 -0.2 -0.07
H -0.5705 -2.2048 -5.7503 0.4 0.0 1.0 -0.22
H -1.2120 -0.6780 -5.0147 0.0 -0.1 0.0 -0.11
H 1.5960 -1.3257 -3.9650 -0.4 -0.5 -0.2 -0.24
H 2.0488 0.2577 -4.1242 0.0 0.4 -0.4 -0.22
H 0.4317 -0.0777 -3.6500 -0.4 0.1 -0.4 -0.37
H 2.8259 -1.2686 -6.1766 0.3 -0.1 -0.5 0.56
H 1.5031 -2.4080 -6.2496 0.4 -0.3 -0.2 -0.24
H 1.8045 -1.4753 -7.7036 0.1 0.5 0.2 0.40
H 0.8027 3.1803 -7.8311 -0.1 0.2 0.0 0.41
H -0.5544 3.1189 -6.7040 0.2 -0.3 0.3 -0.05
H -0.8749 3.1087 -8.3679 0.1 -0.5 -0.4 0.43
H 2.4493 1.1588 -6.8245 1.4 0.5 -0.2 0.39
C 3.7707 -4.1548 -6.7436 -0.2 -0.5 0.0 -1.73
C 3.7776 -5.6412 -6.1914 -0.1 1.1 -1.4 1.69
C 5.1807 -6.0472 -5.7383 0.5 -0.4 -0.2 -1.36
C 5.6513 -5.2727 -4.5816 -0.4 1.4 1.5 -0.93
C 4.6870 -5.4187 -3.3892 0.3 -0.1 -1.1 -0.55
C 3.1642 -5.2122 -3.7275 -0.1 -1.1 0.6 2.39
N 2.7868 -5.7362 -5.0547 5.4 -1.2 -0.4 0.29
O 1.5179 -5.5752 -5.4661 -2.1 0.5 0.1 -0.41
C 2.4223 -6.1727 -2.7079 0.6 1.4 0.4 -1.89
C 2.8303 -3.7024 -3.4965 -0.1 -0.6 0.0 -0.21
C 3.4106 -6.6592 -7.3114 -1.5 0.1 1.8 -1.99
H 4.3396 -3.9136 -7.6415 0.7 -0.6 0.0 0.45
H 4.0988 -3.4666 -5.9646 -0.1 0.1 -0.1 0.19
H 2.7779 -3.8695 -7.0917 -0.3 -0.2 0.5 0.38
H 5.3010 -7.1105 -5.5313 -0.6 -0.3 0.0 0.28
H 5.9479 -5.8610 -6.4898 -0.5 0.0 -0.7 0.51
H 5.7029 -4.2422 -4.9331 0.3 0.3 0.4 0.28
H 6.6411 -5.5836 -4.2474 0.1 0.1 -0.1 0.50
H 4.9378 -4.7413 -2.5729 -0.1 0.0 -0.3 -0.72
H 4.9564 -6.4118 -3.0298 -0.8 -0.3 0.2 0.63
H 1.3369 -6.0746 -2.7283 -0.1 0.0 -0.2 0.37
H 2.7373 -7.2157 -2.7401 0.0 0.1 -0.7 0.41
H 2.7555 -5.8661 -1.7164 -0.2 0.2 0.3 0.33
H 1.9527 -3.6562 -2.8517 -0.1 0.4 -0.1 0.30
H 3.6537 -3.1741 -3.0158 0.0 -0.2 0.3 0.02
H 2.6922 -3.1380 -4.4187 -0.4 -0.4 0.0 -0.91
H 2.3652 -6.5267 -7.5900 0.1 0.5 -0.6 0.35
H 3.3109 -7.5639 -6.7116 0.5 -0.6 -0.4 0.52
H 4.0797 -6.7643 -8.1654 0.0 0.2 0.3 0.33
H 1.1765 -6.4349 -5.2093 -0.9 0.0 -0.3 0.38
C -7.3929 1.0409 -1.8357 -0.3 1.8 -1.2 -1.60
C -7.9314 0.9931 -0.3985 1.4 -2.2 -1.9 1.94
C -7.4888 -0.4541 0.0073 0.1 -0.3 1.4 -2.00
C -6.0180 -0.6105 0.3348 0.8 1.3 0.5 1.03
C -5.6873 0.4232 1.4402 -0.3 -0.4 -1.3 -1.29
C -5.8811 1.8990 0.9179 -0.6 -0.5 1.2 2.04
N -7.3275 2.0432 0.4929 0.0 -2.0 0.9 0.44
O -7.6857 3.3503 0.0988 0.6 -0.2 -0.6 -0.50
C -5.6978 2.7407 2.2281 -0.8 0.9 -1.3 -2.17
C -4.8311 2.2432 -0.1448 -0.1 0.1 -0.6 -1.34
C -9.4559 1.0966 -0.3752 0.4 1.0 1.3 -1.93
H -6.3910 0.6558 -2.0253 0.0 -0.1 0.5 -0.12
H -7.3917 2.0893 -2.1341 0.3 0.3 -0.1 0.38
H -8.0232 0.6057 -2.6111 -0.4 -0.5 0.4 0.45
H -8.0338 -0.7425 0.9062 -0.1 0.0 0.4 0.43
H -7.7013 -1.2750 -0.6775 -0.6 0.7 -0.8 0.42
H -5.3507 -0.3911 -0.4987 -0.3 0.1 -0.4 -0.82
H -5.7206 -1.6300 0.5803 -0.4 -0.1 0.4 0.53
H -4.6592 0.2968 1.7794 0.2 0.2 -0.1 -0.13
H -6.3239 0.2086 2.2985 -0.2 0.3 0.1 0.61
H -5.9165 3.7887 2.0233 0.5 0.2 -0.3 0.52
H -6.5029 2.5244 2.9304 0.3 -0.7 0.2 0.55
H -4.6880 2.6836 2.6346 -0.1 -0.1 0.1 0.13
H -4.9382 3.2498 -0.5490 0.2 0.3 0.7 0.58
H -3.8248 2.0521 0.2278 0.1 0.5 0.3 0.08
H -4.8626 1.6753 -1.0746 -0.4 -0.6 0.2 0.07
H -9.6760 0.9128 0.6765 -0.5 0.3 0.2 0.48
H -10.1413 0.4583 -0.9327 0.8 -0.2 -0.5 0.34
H -9.6555 2.1423 -0.6090 -0.5 0.0 0.0 0.42
H -8.4124 3.5793 0.6828 0.0 0.0 0.2 0.36
C -0.5780 2.0205 0.2914 0.7 -0.5 0.3 -0.39
C 0.9422 2.1511 0.6327 -0.2 0.4 -0.2 2.99
C 1.1792 2.1120 2.1697 -0.3 -2.5 -0.7 -2.29
C 1.0449 0.6415 2.6808 0.1 0.5 0.3 0.62
C 2.0174 -0.2988 1.9832 0.1 1.4 -0.8 -1.82
C 1.9099 -0.2146 0.4211 -0.8 -1.0 0.3 2.50
N 1.8443 1.1792 -0.0410 0.4 0.3 3.1 -0.15
O 1.8191 1.2957 -1.4093 -0.5 -0.2 -1.1 1.45
C 3.1832 -0.8769 -0.1583 -0.2 0.6 0.3 -1.70
C 0.6379 -1.0385 0.0632 0.9 -0.3 -1.0 -0.22
C 1.4247 3.5599 0.2789 0.8 -0.2 -0.4 -1.91
H -1.0701 1.2618 0.8999 0.0 0.2 0.5 -0.13
H -0.7736 1.6216 -0.7040 0.3 0.5 -0.4 -0.66
H -1.0216 3.0030 0.4523 -0.4 -0.2 -0.2 0.63
H 2.2207 2.4001 2.3122 0.0 0.3 0.3 0.38
H 0.4867 2.7718 2.6924 0.1 0.1 -0.1 0.58
H 0.0397 0.2274 2.6032 -0.3 0.4 -0.3 -0.47
H 1.2368 0.6218 3.7536 0.1 0.1 0.2 0.22
H 1.8444 -1.3211 2.3195 0.2 -0.1 -0.2 0.04
H 3.0272 0.0230 2.2381 0.2 -0.2 0.2 0.54
H 3.3395 -1.8582 0.2898 -0.3 -0.1 -0.3 -0.31
H 3.1693 -0.8976 -1.2480 -0.1 -0.4 0.0 0.19
H 4.0555 -0.2876 0.1246 0.0 0.2 0.0 0.69
H -0.2032 -0.8421 0.7280 0.0 -0.1 -0.1 0.35
H 0.3459 -0.9194 -0.9802 -0.2 0.7 -0.1 -0.88
H 0.8941 -2.0973 0.0241 0.0 -0.1 0.7 -0.17
H 1.3285 3.8358 -0.7712 -0.6 0.2 0.2 0.03
H 2.5031 3.5944 0.4336 0.2 -0.1 0.2 0.68
H 0.9963 4.2478 1.0079 -0.3 0.3 -0.5 -0.36
H 2.7251 1.5441 -1.6066 0.0 0.2 -0.2 -0.35
C -1.0719 -5.4379 7.4666 -0.2 0.1 -0.7 -1.71
C -0.1329 -4.4527 8.2524 -0.9 -1.2 0.5 1.42
C 1.3117 -4.9388 8.1345 0.3 0.0 -1.3 -1.28
C 1.9315 -4.6092 6.7948 0.7 1.8 -1.1 -0.54
C 1.8629 -3.0674 6.4805 0.4 -1.6 0.1 -1.23
C 0.4575 -2.4710 6.6002 -1.2 -1.6 -0.2 2.18
N -0.2506 -3.0295 7.8357 3.4 -0.5 -0.6 0.36
O -1.4937 -2.4978 8.0313 -1.3 0.2 -0.3 -0.50
C 0.5887 -0.9739 6.7529 -0.6 -0.1 -0.1 -2.28
C -0.3454 -2.7877 5.2399 0.5 0.4 1.3 -1.17
C -0.4591 -4.5436 9.7722 0.6 1.3 0.3 -1.80
H -0.6228 -5.8587 6.5670 0.6 0.1 -0.1 0.27
H -1.9768 -4.9981 7.0471 -0.1 0.5 0.5 0.34
H -1.4106 -6.3243 8.0029 0.2 0.2 0.5 0.44
H 1.9127 -4.5155 8.9393 0.1 0.1 -0.1 0.39
H 1.4117 -6.0239 8.1585 -0.6 -0.1 0.7 0.43
H 1.5692 -5.1194 5.9023 -0.9 -0.4 0.3 0.08
H 2.9704 -4.9370 6.7592 0.3 0.2 0.4 0.50
H 2.1986 -2.9141 5.4549 0.0 0.0 -0.2 0.32
H 2.6339 -2.5799 7.0771 -0.4 0.3 0.4 0.44
H 1.1344 -0.7477 7.6690 0.1 0.1 -0.1 0.54
H 1.0823 -0.5667 5.8705 0.2 0.1 0.1 0.39
H -0.4076 -0.5340 6.7967 0.1 0.2 0.1 0.37
H 0.2663 -2.4318 4.4109 -0.1 0.1 -0.1 0.09
H -0.5785 -3.8418 5.0898 0.3 -0.1 0.2 0.08
H -1.3016 -2.2645 5.2541 0.0 0.0 0.0 0.43
H 0.3039 -4.0046 10.3338 0.2 0.8 -0.3 0.45
H -0.3014 -5.4775 10.3118 -0.8 -0.7 -0.8 0.42
H -1.3855 -4.0188 10.0055 -0.2 -0.6 0.1 0.37
H -1.3538 -1.8309 8.7075 -0.2 0.1 0.2 0.36
C 2.5491 7.8048 5.5041 -0.3 0.0 -1.4 -1.78
C 3.4323 6.5885 5.5842 1.3 0.7 0.6 1.68
C 4.2045 6.7548 6.9312 1.3 -1.8 0.7 -1.34
C 3.6159 6.2264 8.2832 -0.5 3.9 -0.8 -1.08
C 2.8005 5.0368 8.1838 -1.0 -2.5 -1.5 -0.90
C 2.7106 4.3718 6.7461 1.1 -0.3 -0.6 1.48
N 2.6100 5.3974 5.6260 -1.6 0.5 3.4 -0.47
O 2.2716 4.8815 4.3968 0.6 -0.3 -0.2 0.82
C 4.0068 3.5129 6.4565 -0.5 0.5 0.7 -1.54
C 1.4788 3.4014 6.7208 0.3 0.9 -1.1 -2.00
C 4.5111 6.5668 4.4055 -0.5 0.0 0.6 -1.89
H 2.1204 7.7986 4.5020 -0.7 0.1 0.0 0.20
H 3.1154 8.7359 5.5214 0.0 0.0 0.5 0.46
H 1.7866 7.7000 6.2760 0.0 0.5 -0.1 0.45
H 5.0754 6.1314 6.7289 0.6 0.2 0.4 0.48
H 4.5548 7.7720 7.1067 -0.1 0.0 -0.4 0.54
H 2.9098 6.9846 8.6220 -0.2 0.6 -0.3 0.41
H 4.2599 6.2956 9.1599 0.9 -0.6 -0.6 0.43
H 1.7645 5.2486 8.4483 0.0 -0.2 0.3 0.38
H 3.2410 4.3320 8.8891 -0.6 -0.7 -0.2 0.40
H 3.9338 2.6526 7.1218 0.3 -0.4 -0.4 0.49
H 4.1492 3.2683 5.4039 -0.6 -0.6 -0.1 0.20
H 4.9581 4.0091 6.6485 -0.2 0.4 0.6 0.34
H 1.4840 2.6617 7.5214 0.4 0.0 -0.1 0.43
H 0.5028 3.8864 6.7361 0.1 0.6 0.4 0.51
H 1.4614 2.9612 5.7238 0.2 -0.6 0.2 0.17
H 4.0889 6.6515 3.4042 -0.4 0.0 0.1 0.28
H 5.1094 5.6558 4.4173 0.0 -0.2 0.2 0.42
H 5.2404 7.3741 4.4722 -0.2 0.2 0.4 0.39
H 3.1308 4.5118 4.1808 0.0 -0.7 -1.3 0.11
C 5.7524 -3.4423 0.4541 0.4 0.0 0.5 0.30
C 6.4288 -4.6083 -0.2281 0.3 0.2 2.5 0.15
O 6.9946 -4.0919 -1.3578 0.7 -0.3 -0.9 -0.26
C 7.0713 -2.7648 -1.1900 -0.5 2.4 -3.8 0.64
O 7.4506 -1.9893 -2.0224 1.1 -0.9 0.1 -0.57
O 6.4014 -2.3213 -0.1773 -1.5 -0.4 2.8 -0.30
F 5.5083 -5.5368 -0.4609 -0.4 -1.3 -0.6 -0.22
H 5.9699 -3.4629 1.5220 -0.1 0.3 -0.1 0.26
H 4.6763 -3.5113 0.2948 0.1 0.5 -0.2 -0.21
H 7.2209 -4.9943 0.4135 0.0 -0.7 -0.1 0.32
C 5.8254 2.5865 -4.0144 -0.6 -2.4 -0.3 -0.54
C 4.5816 2.0767 -3.2608 0.2 0.4 -2.2 0.46
O 4.3485 3.1362 -2.3792 -1.8 -0.5 -0.1 -0.04
C 5.3995 3.9416 -2.3055 2.3 1.8 3.5 0.43
O 5.5155 4.8666 -1.4916 -0.4 -2.8 -3.3 -0.57
O 6.4055 3.3811 -3.0700 0.5 2.8 1.3 -0.36
F 4.7808 0.9162 -2.5877 0.3 0.0 0.5 -0.18
H 5.5994 3.1073 -4.9449 -0.2 0.1 0.1 0.28
H 6.4562 1.7239 -4.2287 0.2 0.1 0.0 0.40
H 3.7819 1.8750 -3.9735 -0.6 0.4 0.4 0.01
C -3.7943 0.6729 4.8132 0.1 -1.5 -2.8 0.02
C -2.3235 0.6056 4.9364 0.0 1.2 -0.4 1.00
O -2.2172 1.2243 6.1871 3.7 -1.9 0.3 -0.37
C -3.1365 2.1441 6.2826 -0.6 4.2 3.6 0.56
O -3.0802 3.0825 7.0954 -0.5 -3.0 -2.9 -0.62
O -4.1098 1.8399 5.4394 -1.9 1.9 0.5 -0.32
F -1.7011 1.5023 4.0180 -0.6 -1.4 0.8 -0.16
H -4.2531 -0.2227 5.2321 -0.2 0.1 0.2 0.34
H -3.9752 0.7182 3.7393 -0.7 0.1 0.1 -0.25
H -1.9663 -0.4144 4.7946 0.8 0.5 0.6 -0.26
C -1.2833 2.5605 -3.5878 0.1 -0.9 -0.8 1.90
C -0.5530 3.7332 -2.9966 -0.5 -0.7 1.8 1.45
O -1.0364 4.8214 -3.6981 -1.2 0.7 -1.9 -0.33
C -2.2075 4.4306 -4.3370 -1.7 1.5 0.1 0.64
O -3.0746 5.1065 -4.8355 1.9 0.6 0.4 -0.64
O -2.4201 3.1468 -4.2056 0.3 -1.0 0.2 -0.49
F 0.7983 3.6431 -3.0531 -0.1 0.1 -0.6 -0.26
H -1.6662 1.8442 -2.8608 0.4 0.0 -0.1 -1.01
H -0.7185 2.1282 -4.4138 0.4 -0.5 0.3 -1.07
H -0.8709 3.8594 -1.9617 0.5 0.2 0.2 -0.24
C -0.2245 7.0705 2.2948 -0.4 0.2 0.6 -0.31
C -0.5675 6.7847 3.7420 2.1 -0.8 0.2 1.23
O -1.4631 5.6876 3.6053 1.4 1.1 3.3 -0.23
C -2.0859 5.8168 2.4765 -0.5 0.1 -1.9 0.54
O -3.0339 5.1958 2.1726 -1.4 -0.6 -0.6 -0.51
O -1.4502 6.6996 1.6867 -0.3 0.6 -1.2 -0.27
F -1.0708 7.9053 4.3421 -0.9 -0.3 -0.1 -0.37
H 0.5592 6.4264 1.8959 0.2 0.2 0.2 0.04
H -0.0221 8.1369 2.1954 0.0 -0.2 -0.4 0.46
H 0.2894 6.4948 4.3502 -0.2 -0.4 0.0 -0.63
C -3.5017 7.9382 -2.4371 -0.2 0.7 -0.2 -0.53
C -2.0303 8.3352 -2.2460 -2.2 -2.0 -0.6 0.23
O -1.5332 7.0359 -1.9220 1.0 -0.2 0.5 -0.19
C -2.5189 6.2480 -1.3740 -0.6 -1.4 0.1 0.36
O -2.4715 5.1088 -0.9569 1.1 2.1 -0.7 -0.08
O -3.6753 6.8991 -1.4613 -0.6 0.7 -0.8 -0.30
F -1.8997 9.1560 -1.2089 0.7 0.8 0.8 -0.28
H -3.6254 7.5968 -3.4649 0.0 -0.7 0.1 0.26
H -4.2670 8.7050 -2.3168 0.3 0.1 0.5 0.35
H -1.5898 8.7353 -3.1592 0.5 -0.2 0.3 0.32
C -0.6963 -4.5043 1.5500 -1.7 -0.1 -2.0 -0.04
C -0.1941 -5.6536 2.3461 -1.7 0.4 2.5 0.45
O 1.1476 -5.2983 2.5179 -0.6 -1.6 0.7 -0.28
C 1.4771 -4.5558 1.4954 1.6 2.2 -2.4 -0.13
O 2.5810 -4.1048 1.3533 -1.1 -0.4 -0.4 -0.33
O 0.3609 -4.3036 0.6661 3.3 0.0 0.7 0.34
F -0.3781 -6.8830 1.8028 0.5 0.3 -0.4 -0.34
H -0.8813 -3.5596 2.0613 -0.1 -0.3 0.7 0.12
H -1.5382 -4.7159 0.8908 -0.3 -0.3 0.5 -0.05
H -0.6682 -5.6471 3.3276 0.2 -0.4 0.1 0.23
```
Positions in Å, forces in eV/Å.

For the total energy, the calculation gives -176375.1197 eV. The maximum force is 5.55 eV Å⁻¹.